1.
Computed, not measured: 2 unconnected molecules or ions with the total composition C3H11N2S, with ωB97M-V with the def2-TZVPD basis set.

```
17
Properties=species:S:1:pos:R:3:forces:R:3:nbo_charge:R:1
C -1.626 -0.545 -1.144 0.0 0.0 -0.1 -0.419
C -1.402 -0.439 1.264 -0.1 0.1 0.0 -0.422
C 1.930 0.457 -0.106 -0.3 0.1 0.1 0.005
N 2.603 1.564 0.006 0.2 -0.2 0.0 -0.657
N -1.093 0.204 -0.013 0.1 0.4 0.1 -0.653
S 2.679 -1.054 -0.227 0.4 0.1 0.0 0.238
H -1.375 -0.028 -2.068 0.0 -0.1 -0.1 0.209
H -1.174 -1.538 -1.156 0.0 0.0 -0.1 0.189
H -2.710 -0.669 -1.093 -0.1 0.0 0.0 0.197
H -0.958 -1.434 1.278 0.0 0.0 0.1 0.191
H -0.982 0.150 2.076 0.0 0.0 0.1 0.205
H -2.479 -0.547 1.430 0.0 0.0 0.0 0.199
H 0.807 0.487 -0.103 0.2 0.0 0.0 0.306
H 2.133 2.457 0.089 0.0 -0.1 0.0 0.440
H 3.619 1.572 0.032 -0.2 0.1 0.0 0.428
H -1.522 1.128 -0.008 0.1 -0.2 0.0 0.370
H 1.549 -1.765 -0.257 -0.2 0.0 0.0 0.174
```
Positions in Å, forces in eV/Å.

Results
orbital gap: 8.64 eV
spin multiplicity: 1
charge: +1

2.
Computed, not measured: a molecular structure, C43H56CrN3OP2Si2, with ωB97M-V with the def2-TZVPD basis set.

```
108
Properties=species:S:1:pos:R:3:forces:R:3:mulliken_spin:R:1
Cr 1.133 0.861 -0.488 -0.4 0.1 -0.4 3.185
C 3.569 0.980 -3.209 0.0 0.0 0.0 -0.001
C 2.489 1.700 -2.451 0.2 0.1 0.2 -0.019
C 2.772 2.464 -1.293 -0.1 0.3 0.0 0.066
C 4.181 2.659 -0.786 0.0 0.0 0.0 -0.016
C 1.724 3.187 -0.649 0.3 -0.2 -0.1 0.016
C 2.071 4.102 0.496 0.0 0.0 0.0 0.005
C 0.400 3.093 -1.129 0.0 -0.1 -0.1 -0.061
C -0.739 3.833 -0.478 0.0 0.0 0.0 0.025
C 0.142 2.359 -2.313 0.0 0.1 0.2 0.047
C -1.222 2.340 -2.935 0.0 0.0 0.0 -0.005
C 1.179 1.686 -2.978 -0.1 0.0 0.0 0.020
C 0.882 1.072 -4.317 0.0 0.0 0.0 -0.010
H 3.835 1.557 -4.099 0.0 0.0 0.0 0.000
H 3.221 0.002 -3.539 0.0 0.0 0.0 -0.002
H 4.465 0.827 -2.626 0.0 0.0 0.0 -0.002
H 4.309 2.241 0.214 0.0 0.0 0.0 0.001
H 4.408 3.723 -0.725 0.0 0.0 0.0 0.002
H 4.927 2.218 -1.436 0.0 0.0 0.0 0.003
H 2.256 5.105 0.103 0.0 0.0 0.0 -0.003
H 2.958 3.780 1.030 0.0 0.0 0.0 -0.003
H 1.269 4.179 1.222 0.0 0.0 0.0 0.001
H -1.559 3.155 -0.238 0.0 0.0 0.0 -0.012
H -1.131 4.591 -1.160 0.0 0.0 0.0 0.000
H -0.446 4.344 0.432 0.0 0.0 0.0 0.002
H -1.186 2.865 -3.893 0.0 0.0 0.0 0.000
H -1.972 2.828 -2.323 0.0 0.0 0.0 0.000
H -1.537 1.317 -3.144 0.0 0.0 0.0 -0.004
H 0.114 0.304 -4.255 0.0 0.0 0.0 0.001
H 1.758 0.644 -4.789 0.0 0.0 0.0 -0.001
H 0.501 1.853 -4.979 0.0 0.0 0.0 0.003
C -1.668 1.267 4.762 -0.1 -0.1 0.0 0.000
Si -1.123 2.373 3.381 0.0 0.1 0.0 0.001
C 0.238 3.467 3.994 0.0 0.0 0.1 0.000
C -2.475 3.440 2.666 0.0 0.1 0.0 0.000
N -0.537 1.302 1.920 -0.1 -0.1 0.1 0.016
P -1.452 0.070 1.037 0.0 0.0 0.1 -0.025
C -0.627 -0.143 -0.405 0.0 0.3 0.0 -0.020
P 0.206 -1.530 -0.967 0.5 -0.3 0.3 -0.182
N 1.751 -1.000 -0.712 -0.3 -0.2 -0.1 -0.035
Si 3.217 -1.804 -0.131 0.1 0.1 0.0 0.076
C 3.252 -3.598 -0.629 0.0 -0.1 0.0 -0.005
C 3.363 -1.485 1.709 0.0 0.0 0.1 0.010
C 4.765 -1.052 -0.848 0.0 0.0 0.0 0.000
C -0.098 -1.780 -2.718 0.0 0.1 0.0 0.015
C -1.361 -1.523 -3.248 0.0 -0.1 0.0 0.015
C -1.615 -1.784 -4.587 0.0 0.0 0.0 0.001
C -0.604 -2.285 -5.399 0.0 0.0 0.0 -0.001
C 0.656 -2.538 -4.872 0.0 0.0 0.0 0.000
C 0.910 -2.292 -3.530 0.0 0.0 0.0 -0.010
C -0.208 -3.123 -0.232 0.0 0.0 -0.1 0.010
C 0.333 -3.512 0.990 0.0 0.0 0.0 -0.002
C 0.024 -4.748 1.530 0.1 0.0 0.0 -0.001
C -0.843 -5.602 0.860 0.0 0.0 0.0 -0.002
C -1.399 -5.218 -0.349 0.0 0.0 0.0 0.002
C -1.078 -3.986 -0.902 0.0 0.0 0.0 0.005
C -1.541 -1.261 2.243 0.1 0.1 0.0 -0.014
C -0.578 -1.382 3.246 0.0 0.0 0.0 0.001
C -0.662 -2.415 4.164 0.0 -0.1 0.0 -0.002
C -1.688 -3.346 4.069 0.0 0.0 0.0 0.001
C -2.624 -3.254 3.049 0.0 0.0 0.0 0.000
C -2.557 -2.209 2.139 -0.1 0.0 0.0 0.002
C -3.129 0.676 0.863 0.0 0.0 -0.1 -0.016
C -4.047 0.661 1.915 0.0 0.0 0.0 0.002
C -5.322 1.166 1.724 0.0 0.0 0.0 0.000
C -5.691 1.682 0.488 0.0 0.0 0.0 -0.001
C -4.790 1.678 -0.568 0.0 0.0 0.0 0.002
C -3.514 1.170 -0.383 0.1 0.0 0.0 0.005
H -2.403 0.510 4.491 0.0 0.0 0.0 0.000
H -2.120 1.912 5.523 0.0 0.0 0.0 0.000
H -0.819 0.762 5.227 0.0 0.0 0.0 0.000
H -0.238 4.129 4.727 0.0 0.0 0.0 0.000
H 0.674 4.110 3.230 0.0 0.0 0.0 0.001
H 1.036 2.927 4.501 0.0 0.0 0.0 0.000
H -2.101 4.461 2.558 0.0 0.0 0.0 0.000
H -3.313 3.476 3.369 0.0 0.0 0.0 0.000
H -2.871 3.119 1.706 0.0 0.0 0.0 0.000
H 2.371 -4.185 -0.379 0.0 0.0 0.0 0.000
H 4.113 -4.063 -0.137 0.0 0.0 0.0 0.000
H 3.426 -3.683 -1.705 0.0 0.0 0.0 0.001
H 2.575 -1.909 2.333 0.0 0.0 0.0 0.003
H 3.381 -0.404 1.890 0.0 0.0 0.0 0.002
H 4.313 -1.882 2.077 0.0 0.0 0.0 0.000
H 4.854 -1.207 -1.924 0.0 0.0 0.0 0.000
H 5.608 -1.569 -0.378 0.0 0.0 0.0 -0.001
H 4.883 0.010 -0.623 0.0 0.0 0.0 -0.001
H -2.146 -1.136 -2.607 0.0 0.0 0.0 -0.006
H -2.598 -1.595 -5.000 0.0 0.0 0.0 0.000
H -0.802 -2.484 -6.444 0.0 0.0 0.0 0.000
H 1.438 -2.938 -5.506 0.0 0.0 0.0 0.000
H 1.890 -2.493 -3.114 0.0 0.0 0.0 -0.003
H 1.015 -2.856 1.509 0.0 0.0 0.0 0.007
H 0.468 -5.051 2.470 0.0 0.0 0.0 0.000
H -1.078 -6.572 1.279 0.0 0.0 0.0 0.000
H -2.070 -5.883 -0.878 0.0 0.0 0.0 0.000
H -1.494 -3.712 -1.862 0.0 0.0 0.0 0.000
H 0.233 -0.666 3.333 0.0 0.0 0.0 0.003
H 0.072 -2.493 4.957 0.0 0.0 0.0 0.000
H -1.756 -4.151 4.791 0.0 0.0 0.0 0.000
H -3.415 -3.988 2.966 0.0 0.0 0.0 0.000
H -3.301 -2.132 1.356 0.0 0.0 0.0 0.002
H -3.777 0.252 2.879 0.0 0.0 0.0 0.000
H -6.032 1.153 2.540 0.0 0.0 0.0 0.000
H -6.691 2.072 0.344 0.0 0.0 0.0 0.000
H -5.089 2.057 -1.538 0.0 0.0 0.0 0.000
H -2.806 1.129 -1.200 0.0 0.0 0.0 0.026
O 1.593 1.713 2.212 0.1 0.1 0.0 0.033
N 0.720 1.300 1.492 0.0 -0.2 -0.1 -0.150
```
Positions in Å, forces in eV/Å.

Results
orbital gap (alpha / beta): 7.46 / 7.37 eV
spin multiplicity: 4
charge: +2

3.
Computed, not measured: a single C4H5FS molecule in a non-equilibrium geometry, with ωB97M-V with the def2-TZVPD basis set.

```
11
Properties=species:S:1:pos:R:3:forces:R:3:nbo_charge:R:1
C -0.786 -1.305 -0.143 -0.2 -0.2 0.1 -0.662
C -0.903 0.168 0.083 1.6 -0.5 -0.2 -0.145
C 0.092 1.062 0.144 0.2 -0.7 -0.1 0.285
C 1.530 0.875 0.023 0.1 0.6 0.0 -0.339
H -1.792 -1.765 -0.140 0.5 0.2 -0.1 0.219
H -0.208 -1.772 0.665 0.0 0.0 -0.2 0.241
H -0.263 -1.535 -1.083 -0.2 0.0 0.3 0.243
H -1.858 0.564 0.213 -1.5 0.6 0.2 0.215
H 2.062 1.844 0.122 -0.2 -0.6 -0.1 0.217
F -0.230 2.358 0.350 -0.1 0.3 0.1 -0.333
S 2.355 -0.494 -0.234 -0.1 0.2 0.1 0.059
```
Positions in Å, forces in eV/Å.

Results
SMILES: C/C=C(/F)C=S
orbital gap: 8.03 eV
spin multiplicity: 1

4.
Computed, not measured: a single C6H11N3O3 molecule in a non-equilibrium geometry, with ωB97M-V with the def2-TZVPD basis set.

```
23
Properties=species:S:1:pos:R:3:forces:R:3:nbo_charge:R:1
C -0.613 1.995 -0.043 0.7 -3.5 -0.2 0.069
C 0.848 0.450 1.117 0.4 -3.0 1.9 -0.271
C 2.062 -0.315 0.439 -2.8 3.1 -0.3 0.031
C -1.244 -0.121 -1.824 2.8 -2.1 -2.1 -0.646
C -2.093 -0.711 0.474 -0.6 1.6 -0.4 -0.619
C -0.839 -0.390 -0.419 -2.4 -0.9 0.8 -0.065
N 2.566 0.069 -0.690 1.1 -0.7 -1.5 0.067
N -0.199 0.767 0.215 -1.6 2.5 -2.1 -0.186
N 2.751 -1.289 1.055 0.9 -2.8 1.4 0.489
O 1.908 0.733 -1.508 -0.8 1.0 0.2 -0.526
O 3.768 -1.782 0.600 0.3 0.5 -0.2 -0.391
O 2.214 -1.767 2.053 -0.5 -0.1 1.3 -0.487
H -0.214 2.815 0.491 0.5 0.6 0.4 0.212
H -1.283 2.122 -0.890 0.0 0.1 0.6 0.220
H 0.389 -0.029 2.094 1.1 0.3 -2.2 0.270
H 1.168 1.371 1.422 1.4 2.4 1.0 0.206
H -1.967 0.633 -1.856 -1.0 1.2 -0.5 0.197
H -0.256 0.076 -2.364 -1.5 0.5 0.4 0.270
H -1.638 -1.019 -2.389 0.2 0.8 1.2 0.247
H -1.832 -1.453 1.132 0.7 -2.1 1.7 0.223
H -3.053 -1.067 0.023 1.0 0.7 -0.3 0.236
H -2.260 0.151 1.144 -0.5 -0.2 -0.5 0.205
H -0.186 -1.238 -0.277 0.6 0.1 -0.4 0.248
```
Positions in Å, forces in eV/Å.

Results
orbital gap (alpha / beta): 6.04 / 6.04 eV
spin multiplicity: 1

Calculated values (kcal/mol) of energy relative to the best compared isomer or geometry (same formula, charge and spin) for the records, taken in order: 29.39, 0.00, 14.03, 206.62.
Calculated values (Eh) of E_tot for the records, taken in order: -628.33033, -4217.43766, -653.41858, -624.92266.